(1)
A 2-piece molecular cluster, C4H12 overall. Source: the Open Molecules 2025 dataset; level of theory: ωB97M-V with the def2-TZVPD basis set.

```
! wB97M-V def2-TZVPD RIJCOSX def2/J DEFGRID3
* xyz 0 1
C 1.67226 -0.96932 0.35154
C 1.64017 -2.44112 0.72335
H 0.70040 -0.58826 0.12903
H 2.28705 -0.27165 1.04739
H 2.40910 -0.68478 -0.51481
H 1.79434 -2.47716 1.79932
H 2.37571 -3.06718 0.20058
H 0.74078 -2.93831 0.38922
C -1.43331 1.30718 0.08944
C -1.93420 2.05551 -1.14011
H -1.98702 1.51790 1.00006
H -1.39679 0.20575 -0.05566
H -0.37204 1.57327 0.23166
H -2.83728 2.60983 -0.90446
H -2.06660 1.47455 -2.05412
H -1.31712 2.93249 -1.41357
*
```

As for the SMILES: CC.CC. For the total energy, the calculation gives -4341.6769 eV.

natural (NBO) atomic charge list, values in e, 6 entries: -0.625, -0.628, 0.211, 0.209, 0.203, 0.211

=====

(2)
A 2-piece molecular cluster, C4H12 overall. Source: the Open Molecules 2025 dataset; level of theory: ωB97M-V with the def2-TZVPD basis set.

```
! wB97M-V def2-TZVPD RIJCOSX def2/J DEFGRID3
* xyz 0 1
C -1.62019 -2.37781 -0.55449
C -2.33872 -0.97933 -0.40711
H -1.28890 -2.79564 0.34393
H -2.35671 -3.10990 -0.64765
H -0.95956 -2.35285 -1.39077
H -2.13769 -0.56283 0.46653
H -3.49577 -1.18605 -0.58033
H -1.91261 -0.37879 -1.17502
C 1.45779 2.18704 0.23404
C 2.49926 1.27736 0.74079
H 1.45020 3.16517 0.81446
H 1.76571 2.53528 -0.61683
H 0.46993 1.61440 0.19950
H 2.25133 0.68297 1.57033
H 3.43066 1.74395 1.07883
H 2.78527 0.53703 -0.07619
*
```

As for the SMILES: CC.CC. For the total energy, the calculation gives -4340.9024 eV.

natural (NBO) atomic charge list, values in e, 6 entries: -0.622, -0.588, 0.208, 0.204, 0.206, 0.194

=====

(3)
A 2-piece molecular cluster, C4H12 overall. Source: the Open Molecules 2025 dataset; level of theory: ωB97M-V with the def2-TZVPD basis set.

```
! wB97M-V def2-TZVPD RIJCOSX def2/J DEFGRID3
* xyz 0 1
C 0.42361 -2.03559 0.30169
C 1.34629 -0.84118 0.72105
H 0.69684 -2.73233 1.01113
H -0.66700 -1.74488 0.53846
H 0.36921 -2.41565 -0.65739
H 1.05469 -0.14631 1.52269
H 1.65368 -0.07944 -0.04761
H 2.27289 -1.24086 0.94273
C -0.51890 1.80359 -1.04844
C -1.26544 1.07492 0.01080
H -0.88002 1.46733 -2.06758
H -0.62170 2.91889 -0.95077
H 0.52183 1.44214 -1.12906
H -1.13764 1.47719 1.03481
H -0.81899 0.04920 0.08991
H -2.35718 0.99427 -0.19792
*
```

As for the SMILES: CC.CC. For the total energy, the calculation gives -4341.5026 eV.

natural (NBO) atomic charge list, values in e, 6 entries: -0.608, -0.627, 0.206, 0.197, 0.214, 0.217

=====

(4)
A 2-piece molecular cluster, C4H12 overall. Source: the Open Molecules 2025 dataset; level of theory: ωB97M-V with the def2-TZVPD basis set.

```
! wB97M-V def2-TZVPD RIJCOSX def2/J DEFGRID3
* xyz 0 1
C -1.86478 -2.43242 -0.32325
C -0.87705 -1.47678 0.35915
H -2.09947 -2.28868 -1.32757
H -1.40893 -3.57280 -0.28341
H -2.82536 -2.46958 0.24585
H -0.16480 -2.05280 0.98581
H -1.56931 -0.89456 0.96228
H -0.53246 -0.73050 -0.40188
C 1.60436 1.35883 -0.44113
C 1.21648 2.57098 0.37985
H 0.69944 0.71690 -0.69478
H 1.95393 1.83883 -1.31298
H 2.27486 0.63495 0.04253
H 0.79242 3.52429 -0.09497
H 0.34462 2.31699 1.03776
H 2.06101 2.85325 0.99362
*
```

As for the SMILES: CC.CC. For the total energy, the calculation gives -4341.3026 eV.

natural (NBO) atomic charge list, values in e, 6 entries: -0.594, -0.631, 0.204, 0.186, 0.200, 0.220

=====

(5)
A 2-piece molecular cluster, C4H12 overall. Source: the Open Molecules 2025 dataset; level of theory: ωB97M-V with the def2-TZVPD basis set.

```
! wB97M-V def2-TZVPD RIJCOSX def2/J DEFGRID3
* xyz 0 1
C -0.62271 1.03058 1.46271
C -1.64348 -0.12350 1.31798
H -0.57536 1.51255 0.48217
H -1.07165 1.82072 2.07486
H 0.40091 0.83835 1.76286
H -2.08181 -0.50577 2.23370
H -1.09842 -0.88770 0.77738
H -2.43987 0.27995 0.69866
C 0.54687 -0.60640 -1.81923
C 1.71481 -0.34888 -0.86056
H 0.87323 -1.20548 -2.66974
H -0.29894 -1.12068 -1.36379
H 0.19679 0.33794 -2.23798
H 1.65794 0.54520 -0.24770
H 2.62664 -0.38940 -1.45434
H 1.81504 -1.17747 -0.15699
*
```

As for the SMILES: CC.CC. For the total energy, the calculation gives -4342.2358 eV.

natural (NBO) atomic charge list, values in e, 6 entries: -0.609, -0.605, 0.199, 0.200, 0.205, 0.204

=====

(6)
A 2-piece molecular cluster, C4H12 overall. Source: the Open Molecules 2025 dataset; level of theory: ωB97M-V with the def2-TZVPD basis set.

```
! wB97M-V def2-TZVPD RIJCOSX def2/J DEFGRID3
* xyz 0 1
C -2.38423 -0.96266 0.43835
C -2.09242 -1.59182 -0.96359
H -1.98701 -1.66673 1.17365
H -1.98619 0.03089 0.47554
H -3.47146 -0.94742 0.67207
H -2.51881 -2.56516 -1.24111
H -0.98689 -1.63928 -1.01786
H -2.35224 -0.85962 -1.79167
C 2.25297 0.94856 -0.39443
C 2.30564 1.58776 0.98345
H 3.15561 1.14370 -0.90865
H 2.02727 -0.02095 -0.64844
H 1.33391 1.40354 -0.88673
H 3.23594 1.22864 1.42155
H 1.36433 1.24020 1.67822
H 2.10356 2.67035 1.00965
*
```

As for the SMILES: CC.CC. For the total energy, the calculation gives -4341.4575 eV.

natural (NBO) atomic charge list, values in e, 6 entries: -0.607, -0.611, 0.203, 0.208, 0.200, 0.210

=====

(7)
A 2-piece molecular cluster, C4H12 overall. Source: the Open Molecules 2025 dataset; level of theory: ωB97M-V with the def2-TZVPD basis set.

```
! wB97M-V def2-TZVPD RIJCOSX def2/J DEFGRID3
* xyz 0 1
C 1.76311 0.61844 -0.49488
C 2.46604 -0.61945 0.08277
H 1.45700 1.21354 0.38470
H 2.47747 1.33639 -0.88080
H 1.02381 0.31945 -1.25673
H 3.45988 -0.35080 0.43875
H 1.85747 -0.94644 0.93364
H 2.51234 -1.42939 -0.62490
C -1.65963 0.55057 0.28020
C -2.59470 -0.59752 0.04781
H -1.97415 1.29334 1.01609
H -0.70767 0.17965 0.66747
H -1.33345 1.11781 -0.58177
H -2.97498 -1.12445 0.93996
H -2.16426 -1.30926 -0.66563
H -3.60830 -0.25187 -0.28667
*
```

As for the SMILES: CC.CC. For the total energy, the calculation gives -4342.0199 eV.

natural (NBO) atomic charge list, values in e, 6 entries: -0.618, -0.606, 0.206, 0.203, 0.211, 0.204

=====

(8)
A 2-piece molecular cluster, C4H12 overall. Source: the Open Molecules 2025 dataset; level of theory: ωB97M-V with the def2-TZVPD basis set.

```
! wB97M-V def2-TZVPD RIJCOSX def2/J DEFGRID3
* xyz 0 1
C -0.11907 -0.68111 -1.77659
C 0.66675 -1.97815 -2.06897
H -0.81771 -0.56164 -2.44595
H -0.48430 -0.72189 -0.70803
H 0.58225 0.00991 -2.08696
H 0.35952 -2.18169 -2.97283
H 1.63427 -1.85114 -1.85000
H 0.19766 -2.82262 -1.69159
C -0.89505 1.18440 2.45801
C 0.30374 1.32785 1.46036
H -0.73478 2.17495 3.09636
H -1.84118 1.16246 2.04120
H -0.67090 0.21515 3.01892
H 0.68738 2.43205 1.50571
H -0.03694 1.57548 0.49104
H 1.16837 0.71598 1.52932
*
```

As for the SMILES: CC.CC. For the total energy, the calculation gives -4339.9040 eV.

natural (NBO) atomic charge list, values in e, 6 entries: -0.589, -0.606, 0.189, 0.203, 0.201, 0.204

=====

(9)
A 2-piece molecular cluster, C4H12 overall. Source: the Open Molecules 2025 dataset; level of theory: ωB97M-V with the def2-TZVPD basis set.

```
! wB97M-V def2-TZVPD RIJCOSX def2/J DEFGRID3
* xyz 0 1
C -0.15021 -0.38020 -1.66869
C 0.26487 0.46475 -2.83391
H -1.06243 -0.96775 -1.73696
H 0.64273 -1.06341 -1.35744
H -0.33079 0.26066 -0.81239
H 0.64009 -0.16551 -3.64673
H 1.01232 1.22944 -2.56743
H -0.44291 1.14762 -3.29936
C -0.23581 0.43763 1.69864
C 0.11974 -0.54874 2.79870
H 0.55902 0.61297 0.97336
H -1.05381 0.04376 1.07540
H -0.69722 1.36116 2.06446
H 0.60734 -1.46708 2.45701
H -0.68402 -0.63254 3.53540
H 0.96081 -0.14916 3.40391
*
```

As for the SMILES: CC.CC. For the total energy, the calculation gives -4342.0379 eV.

natural (NBO) atomic charge list, values in e, 6 entries: -0.615, -0.616, 0.206, 0.203, 0.206, 0.202

=====

(10)
A 2-piece molecular cluster, C4H12 overall. Source: the Open Molecules 2025 dataset; level of theory: ωB97M-V with the def2-TZVPD basis set.

```
! wB97M-V def2-TZVPD RIJCOSX def2/J DEFGRID3
* xyz 0 1
C 0.65369 2.17425 0.60524
C 1.48223 0.94372 0.86954
H 0.65926 2.84011 1.47001
H 1.01913 2.77300 -0.23026
H -0.39163 1.91056 0.45699
H 2.54190 1.11256 0.66294
H 1.11611 0.07398 0.32238
H 1.39326 0.62135 1.90241
C -0.96163 -2.08054 -0.21161
C -1.12835 -1.01139 -1.30717
H -1.86380 -2.09456 0.39659
H -0.87969 -3.06267 -0.68618
H -0.11955 -1.88780 0.44595
H -0.35159 -1.11615 -2.06766
H -2.09714 -1.18661 -1.75707
H -1.07219 -0.00980 -0.87210
*
```

As for the SMILES: CC.CC. For the total energy, the calculation gives -4342.4115 eV.

natural (NBO) atomic charge list, values in e, 6 entries: -0.609, -0.610, 0.203, 0.205, 0.201, 0.205

=====

We obtain molar mass values of 60.1, 60.1, 60.1, 60.1, 60.1, 60.1, 60.1, 60.1, 60.1, 60.1 g/mol for the records listed above, in that order.
We obtain ΔE to the lowest compared entry with this formula, charge and spin values of 19.6, 37.5, 23.7, 28.3, 6.7, 24.7, 11.7, 60.5, 11.3, 2.7 kcal/mol for the records listed above, in that order.
We obtain Kohn-Sham gap values of 12.200, 12.534, 12.531, 12.457, 12.875, 12.132, 12.384, 11.867, 12.369, 12.871 eV for the records listed above, in that order.